C4H7NO2 | ωB97M-V/def2-TZVPD

Each line ends with the Löwdin charge.
Element x y z (Å)
C  0.246  1.373  -0.656  -0.110
C  0.613  -0.008  -0.131  -0.297
C  1.334  -0.001  1.216  -0.224
O  1.854  0.967  1.702  0.080
C  -0.820  -0.452  0.057  -0.496
O  -1.618  0.265  0.725  0.020
N  -1.302  -1.513  -0.559  0.227
H  -1.031  1.312  0.335  0.193
H  0.875  2.146  -0.236  0.027
H  0.330  1.382  -1.764  0.051
H  1.170  -0.726  -0.769  0.145
H  1.361  -0.984  1.737  0.129
H  -0.707  -2.160  -1.043  0.121
H  -2.305  -1.600  -0.615  0.133

Atomic forces in eV per Å
C -0.43 0.68 0.53
C -0.55 0.04 0.20
C 0.08 0.35 0.26
O -0.23 -0.53 -0.26
C -0.48 -0.86 0.59
O 0.15 -0.43 -0.19
N -0.04 -0.33 -0.02
H 1.75 0.63 -1.77
H 0.45 0.02 -0.04
H -0.56 0.19 0.70
H -0.27 0.34 0.05
H 0.06 0.10 -0.03
H 0.01 0.01 -0.11
H 0.07 -0.23 0.09

Its orbital gap is 8.4 eV. The calculation puts the molecular weight at 101.10 g mol⁻¹. As for the relative energy (zero: lowest compared OMol25 entry of this formula, charge and spin): 351.6 kJ/mol. As for the LUMO energy: 0.41 eV.


C48H60F36O24 | ωB97M-V/def2-TZVPD

Each line ends with the Löwdin charge.
Element x y z (Å)
C  3.406  -6.786  -22.955  -0.033
C  3.247  -5.556  -23.903  -0.192
O  3.908  -5.882  -25.103  0.000
C  4.181  -5.102  -26.178  -0.329
O  4.008  -3.886  -26.165  0.142
C  4.553  -6.007  -27.349  -0.485
F  3.722  -5.655  -28.379  0.144
F  5.861  -5.666  -27.617  0.127
F  4.412  -7.303  -27.076  0.181
H  2.833  -7.564  -23.460  0.075
H  2.962  -6.673  -21.965  0.071
H  4.472  -7.008  -22.912  0.056
H  3.698  -4.708  -23.388  0.110
H  2.182  -5.388  -24.064  0.129
C  4.557  -13.329  -13.798  -0.067
C  3.584  -12.246  -13.295  -0.217
O  4.212  -10.972  -13.372  -0.014
C  3.963  -10.059  -14.441  -0.223
O  3.210  -10.265  -15.419  0.108
C  4.854  -8.753  -14.389  -0.505
F  5.666  -8.821  -13.307  0.146
F  5.625  -8.616  -15.435  0.180
F  4.098  -7.597  -14.397  0.124
H  5.492  -13.418  -13.245  0.079
H  4.769  -13.017  -14.821  0.056
H  4.150  -14.337  -13.885  0.076
H  3.258  -12.451  -12.275  0.121
H  2.736  -12.382  -13.966  0.110
C  -1.247  -3.379  -20.696  -0.063
C  0.150  -3.918  -20.735  -0.263
O  0.815  -3.414  -19.644  0.026
C  2.141  -3.691  -19.411  -0.341
O  2.810  -4.478  -19.969  0.184
C  2.688  -2.840  -18.267  -0.528
F  2.011  -2.937  -17.114  0.173
F  3.976  -3.252  -17.985  0.121
F  2.742  -1.587  -18.606  0.205
H  -1.296  -2.298  -20.823  0.079
H  -1.744  -3.524  -19.737  0.083
H  -1.860  -3.807  -21.490  0.085
H  0.623  -3.604  -21.665  0.131
H  0.097  -5.006  -20.775  0.132
C  9.101  -8.633  -21.199  -0.030
C  9.338  -7.259  -21.954  -0.174
O  9.317  -7.279  -23.384  0.039
C  8.118  -7.440  -23.981  -0.315
O  7.074  -7.088  -23.423  0.128
C  8.052  -8.035  -25.385  -0.515
F  9.223  -8.008  -26.041  0.173
F  7.530  -9.285  -25.371  0.164
F  7.161  -7.277  -26.032  0.151
H  9.956  -9.259  -21.456  0.077
H  8.221  -9.172  -21.552  0.081
H  9.104  -8.554  -20.112  0.047
H  10.305  -6.807  -21.733  0.127
H  8.594  -6.625  -21.472  0.082
C  9.767  -11.092  -15.025  -0.062
C  10.686  -10.346  -15.952  -0.197
O  10.027  -9.070  -16.085  -0.008
C  10.513  -8.074  -16.835  -0.346
O  11.587  -8.135  -17.417  0.140
C  9.493  -6.886  -17.016  -0.506
F  8.448  -7.090  -16.164  0.140
F  10.141  -5.739  -16.827  0.173
F  9.111  -6.884  -18.300  0.159
H  10.106  -12.125  -14.953  0.083
H  8.774  -11.130  -15.473  0.069
H  9.658  -10.662  -14.029  0.086
H  10.850  -10.911  -16.869  0.132
H  11.659  -10.216  -15.479  0.127
C  6.461  -1.913  -23.039  -0.032
C  5.737  -2.169  -21.662  -0.171
O  4.820  -1.110  -21.324  -0.002
C  3.570  -0.979  -21.916  -0.264
O  3.096  -1.807  -22.747  0.100
C  2.687  0.134  -21.325  -0.544
F  3.172  0.587  -20.146  0.149
F  2.571  1.151  -22.171  0.188
F  1.508  -0.454  -21.077  0.159
H  7.240  -2.663  -23.177  0.066
H  7.002  -0.969  -23.093  0.079
H  5.781  -2.076  -23.876  0.070
H  6.448  -2.416  -20.874  0.093
H  5.143  -3.081  -21.718  0.106
C  2.351  -12.736  -18.461  -0.052
C  3.307  -13.349  -17.455  -0.239
O  3.410  -14.720  -17.678  -0.011
C  4.483  -15.535  -17.252  -0.303
O  5.201  -15.200  -16.353  0.167
C  4.759  -16.726  -18.116  -0.519
F  6.073  -16.759  -18.384  0.185
F  4.308  -17.772  -17.458  0.204
F  4.000  -16.495  -19.248  0.134
H  2.489  -12.976  -19.516  0.079
H  2.403  -11.649  -18.396  0.078
H  1.326  -13.055  -18.277  0.076
H  2.913  -13.276  -16.441  0.116
H  4.240  -12.803  -17.595  0.127
C  -1.094  -7.636  -11.333  -0.047
C  -1.345  -8.616  -12.509  -0.143
O  -0.984  -7.889  -13.720  0.042
C  0.242  -7.886  -14.106  -0.389
O  1.137  -8.485  -13.484  0.102
C  0.639  -7.035  -15.318  -0.537
F  1.349  -7.846  -16.226  0.117
F  -0.386  -6.449  -15.867  0.204
F  1.382  -6.112  -14.757  0.195
H  -0.131  -7.133  -11.239  0.083
H  -1.387  -8.022  -10.357  0.075
H  -1.844  -6.856  -11.464  0.074
H  -2.355  -9.014  -12.603  0.125
H  -0.701  -9.496  -12.509  0.114
C  -2.945  -12.591  -24.996  -0.067
C  -2.823  -11.876  -23.698  -0.191
O  -1.419  -11.923  -23.287  0.012
C  -0.601  -10.904  -23.504  -0.337
O  -0.972  -9.854  -24.001  0.123
C  0.867  -11.064  -22.824  -0.539
F  1.034  -12.296  -22.325  0.140
F  1.881  -11.049  -23.685  0.157
F  1.105  -10.165  -21.894  0.188
H  -2.538  -13.596  -24.883  0.088
H  -2.417  -12.050  -25.781  0.086
H  -3.987  -12.656  -25.309  0.085
H  -3.333  -12.457  -22.930  0.124
H  -3.228  -10.865  -23.637  0.126
C  8.083  -19.027  -14.653  -0.044
C  8.424  -17.618  -15.177  -0.240
O  8.882  -17.723  -16.498  0.001
C  8.794  -16.578  -17.299  -0.295
O  8.340  -15.465  -16.980  0.125
C  9.190  -16.802  -18.753  -0.563
F  10.531  -16.941  -18.802  0.152
F  8.553  -17.853  -19.184  0.208
F  8.980  -15.703  -19.533  0.146
H  8.955  -19.676  -14.735  0.079
H  7.314  -19.354  -15.352  0.076
H  7.675  -18.947  -13.645  0.080
H  9.201  -17.131  -14.587  0.128
H  7.540  -16.979  -15.187  0.117
C  5.123  -6.445  -19.453  -0.026
C  5.861  -7.485  -20.340  -0.276
O  6.576  -8.231  -19.513  -0.014
C  6.109  -9.463  -19.069  -0.251
O  4.993  -9.937  -19.353  0.134
C  7.163  -10.366  -18.441  -0.600
F  8.359  -9.748  -18.326  0.156
F  6.615  -10.767  -17.299  0.173
F  7.318  -11.406  -19.163  0.241
H  4.208  -6.973  -19.186  0.079
H  4.778  -5.566  -19.997  0.048
H  5.658  -6.145  -18.552  0.077
H  6.482  -6.867  -20.988  0.100
H  5.134  -8.076  -20.895  0.121
C  7.295  -4.362  -15.676  -0.037
C  7.320  -3.056  -16.532  -0.172
O  7.578  -3.435  -17.897  -0.005
C  8.685  -2.952  -18.520  -0.259
O  9.518  -2.119  -18.023  0.084
C  8.887  -3.622  -19.960  -0.562
F  7.796  -4.297  -20.338  0.147
F  9.072  -2.658  -20.871  0.161
F  9.914  -4.428  -19.963  0.200
H  6.678  -5.083  -16.212  0.069
H  6.947  -4.174  -14.660  0.084
H  8.308  -4.758  -15.608  0.053
H  8.039  -2.337  -16.139  0.119
H  6.332  -2.595  -16.526  0.115

Atomic forces in eV per Å
C -0.34 0.47 -1.52
C -0.03 0.08 2.10
O 0.83 -0.85 -1.74
C -2.49 2.36 3.44
O 0.92 -2.74 -0.92
C 0.30 1.39 -0.16
F 1.32 -0.75 0.61
F -1.47 -0.99 -0.61
F 0.47 0.81 -0.75
H 0.39 -0.51 0.17
H 0.15 0.48 -0.05
H -0.15 -0.30 0.15
H -0.06 0.39 -0.47
H 0.09 0.30 -0.33
C 0.26 0.62 -0.34
C 0.01 -1.88 -0.77
O -0.18 2.98 -1.85
C -2.30 -2.72 -1.99
O 2.84 0.69 3.84
C -0.66 0.57 1.22
F -0.80 0.56 -0.42
F 0.52 -0.65 -0.99
F 0.56 -1.70 0.81
H -0.05 0.29 0.09
H 0.41 -0.23 -0.06
H -0.43 0.17 0.23
H 0.11 0.56 0.06
H -0.29 0.82 0.11
C -0.90 0.73 0.10
C -1.00 -0.78 -2.02
O 2.80 0.81 2.44
C -2.73 0.35 0.02
O 0.56 -0.81 -1.06
C 1.42 -0.94 1.46
F -0.18 -0.22 -0.44
F -1.20 0.30 -0.41
F -0.01 1.27 -0.42
H 0.36 0.09 -0.21
H 0.09 -0.50 0.04
H 0.06 -0.15 0.06
H 0.29 0.09 -0.02
H 0.35 -0.17 0.42
C 1.52 0.19 -1.73
C -0.53 -0.22 2.34
O -0.76 -1.37 -1.22
C -1.70 1.49 3.50
O 2.06 -1.19 -1.60
C -0.46 0.19 -0.58
F -0.69 -0.31 0.42
F 0.91 0.58 0.19
F 0.41 -0.10 -0.40
H 0.03 -0.30 0.05
H -0.21 0.32 0.06
H -0.18 0.52 -0.36
H 0.01 -0.39 0.11
H -0.15 0.57 -0.89
C -0.42 -0.77 -0.24
C 0.33 0.08 1.09
O -0.35 1.27 -0.67
C 1.87 -1.79 -0.87
O -1.95 0.73 0.90
C 1.00 -1.72 0.32
F 0.87 0.95 -1.25
F -0.62 0.14 0.62
F -0.69 0.00 0.46
H 0.04 -0.03 0.21
H -0.08 0.00 0.02
H 0.28 0.11 -0.12
H -0.32 0.58 -0.39
H 0.09 0.29 -0.15
C -0.26 -0.71 0.99
C -0.17 -0.82 -2.21
O -1.85 1.48 -0.14
C 1.18 -4.98 -2.15
O 1.81 3.50 3.09
C 0.80 -0.53 0.90
F -0.32 0.02 -0.89
F -0.32 -0.15 0.21
F -0.08 0.72 -0.20
H 0.00 -0.25 0.26
H -0.44 0.20 0.11
H -0.13 0.44 0.09
H -0.27 1.16 0.30
H -0.12 -0.10 -0.37
C -0.95 -0.05 -0.10
C -0.15 1.12 0.28
O 1.73 -4.02 -1.00
C -0.94 5.02 0.94
O -0.14 -0.72 -0.16
C -1.70 2.12 -1.05
F -1.14 -0.84 -0.20
F 0.48 -1.27 -0.47
F 1.56 -1.57 0.56
H 0.72 -0.27 0.12
H -0.03 0.00 0.21
H -0.11 0.11 0.25
H 0.18 0.78 0.07
H 0.43 -0.41 0.50
C -1.62 -0.03 -0.11
C 1.89 0.09 0.61
O -2.35 0.53 -0.75
C 3.31 -2.99 2.33
O -1.57 1.36 -1.69
C 0.26 -2.37 0.58
F -1.30 2.09 1.41
F -0.57 0.19 -1.29
F 1.44 0.98 -0.63
H 0.15 -0.57 -0.46
H 0.30 -0.55 -0.07
H 0.09 0.35 -0.16
H -0.11 0.78 -0.11
H 0.15 0.11 0.35
C -0.09 0.18 -0.75
C 0.13 -0.08 0.88
O 0.95 -0.36 0.45
C -1.10 2.11 0.19
O 1.32 -1.35 0.46
C 0.02 -1.88 -0.94
F -1.15 -0.35 1.18
F -0.11 1.43 -1.31
F -0.54 0.35 0.17
H -0.02 0.04 -0.17
H 0.11 -0.13 -0.04
H -0.05 -0.07 0.11
H 0.17 0.05 0.15
H 0.38 0.06 -0.36
C 0.03 1.18 -1.13
C -0.43 0.14 1.39
O 0.54 1.84 -3.24
C -2.13 2.39 2.49
O 1.64 -3.65 -0.28
C 1.43 1.65 0.37
F -0.06 -0.90 -0.08
F -0.07 -0.64 -1.11
F -0.74 -1.26 0.73
H -0.14 -0.04 0.27
H -0.10 -0.53 0.29
H 0.16 -0.19 -0.06
H -0.01 0.05 0.12
H -0.05 0.04 0.24
C -1.26 -0.66 -0.73
C -2.85 3.88 -1.04
O 2.67 -5.21 3.49
C -3.15 1.08 -3.44
O 3.38 1.64 1.21
C -0.82 2.14 0.56
F -0.54 -0.46 0.83
F 0.85 0.08 1.19
F 0.65 -2.09 -1.67
H -0.18 0.27 0.64
H 0.36 -0.09 -0.04
H 0.25 -0.13 -0.21
H 0.48 -0.82 -0.27
H 0.13 0.09 -0.22
C 0.49 0.96 -0.98
C -0.42 -0.67 1.37
O 1.74 0.58 -1.36
C 2.33 2.44 2.75
O -3.73 -3.82 -2.59
C -1.07 1.43 0.90
F -0.01 -0.27 0.13
F 0.21 -0.02 0.15
F 0.66 -0.47 0.07
H -0.13 -0.08 0.35
H -0.22 0.04 -0.17
H -0.14 0.07 0.03
H 0.13 -0.10 -0.41
H 0.04 0.00 -0.16

Its orbital gap is 11.1 eV. The structure (SMILES) is CCOC(=O)C(F)(F)F.CCOC(=O)C(F)(F)F.CCOC(=O)C(F)(F)F.CCOC(=O)C(F)(F)F.CCOC(=O)C(F)(F)F.CCOC(=O)C(F)(F)F.CCOC(=O)C(F)(F)F.CCOC(=O)C(F)(F)F.CCOC(=O)C(F)(F)F.CCOC(=O)C(F)(F)F.CCOC(=O)C(F)(F)F.CCOC(=O)C(F)(F)F. The calculation puts the molecular weight at 1704.91 g mol⁻¹. As for the relative energy (zero: lowest compared OMol25 entry of this formula, charge and spin): 103.9 kJ/mol. As for the LUMO energy: 0.44 eV.


C3H9BrN3 | ωB97M-V/def2-TZVPD

Each line ends with the Löwdin charge.
Element x y z (Å)
N  -1.696  2.150  -0.343  0.054
N  -0.975  1.114  0.093  -0.124
C  0.233  1.273  0.328  -0.062
C  1.362  -0.234  0.493  -0.645
Br  3.144  0.191  -0.112  0.762
C  0.867  -1.446  -0.269  -0.220
N  -0.659  -1.614  -0.073  0.174
H  -1.300  3.017  -0.128  0.085
H  -2.684  2.037  -0.568  0.123
H  0.900  2.146  0.413  0.105
H  1.421  -0.472  1.530  0.056
H  1.242  -1.302  -1.342  0.139
H  1.295  -2.314  0.238  0.123
H  -0.987  -0.633  -0.081  0.069
H  -1.091  -1.928  -0.970  0.184
H  -1.070  -1.985  0.789  0.179

Atomic forces in eV per Å
N -1.13 -0.69 -0.24
N -0.74 -0.68 -1.24
C 4.72 -3.11 1.00
C -2.41 2.83 -0.28
Br -0.55 0.10 0.14
C 0.53 -0.13 0.16
N 0.09 1.24 -2.34
H 0.04 1.70 0.07
H 0.74 -0.03 0.57
H -0.76 -0.01 -0.30
H 0.10 0.18 0.81
H -1.42 -0.79 1.28
H 0.27 -0.10 -0.74
H -0.36 0.83 0.27
H 0.25 -0.66 1.21
H 0.64 -0.66 -0.38

Its orbital gap is 9.8 eV. The structure (SMILES) is N/N=C/[C@H](Br)C[NH3+]. The calculation puts the molecular weight at 167.03 g mol⁻¹. As for the relative energy (zero: lowest compared OMol25 entry of this formula, charge and spin): 180.5 kJ/mol. As for the LUMO energy: -3.43 eV. As for the total charge: +1.


Which of these has the highest relative energy (zero: lowest compared OMol25 entry of this formula, charge and spin)?
C4H7NO2